This record from OMol25 describes an isolated molecule of C17H29N5O7. The level of theory is ωB97M-V/def2-TZVPD.

Bonds (Å) are listed after each position.
CARTESIAN COORDINATES (ANGSTROEM)
1 C 4.10924 -5.73417 -3.35999  O2 1.411, H30 1.087, H31 1.096, H32 1.096
2 O 3.01280 -5.06797 -2.77324  C1 1.411, C3 1.407
3 C 2.28408 -4.31739 -3.71426  O2 1.407, C4 1.507, H33 1.099, H34 1.098
4 C 1.18669 -3.55748 -3.01557  C3 1.507, O5 1.426, H35 1.095, H36 1.095
5 O 1.75643 -2.72569 -2.00697  C4 1.426, C6 1.421
6 C 0.88303 -1.69629 -1.56325  O5 1.421, C7 1.527, H37 1.093, H38 1.090
7 C 0.46357 -0.75016 -2.68600  C6 1.527, O8 1.217, N9 1.355
8 O -0.67030 -0.32070 -2.78788  C7 1.217
9 N 1.47994 -0.42914 -3.52204  C7 1.355, C10 1.442, H39 1.007
10 C 1.34175 0.42153 -4.67804  N9 1.442, C11 1.537, H40 1.090, H41 1.094
11 C 1.37695 -0.33438 -6.01548  C10 1.537, O12 1.413, C14 1.549, C29 1.534
12 O 0.37498 -1.32722 -6.10467  C11 1.413, C13 1.421
13 C -0.96563 -0.86806 -5.99597  O12 1.421, H42 1.088, H43 1.092, H44 1.094
14 C 1.38098 0.68878 -7.17894  C11 1.549, C15 1.543, H45 1.089, H46 1.091
15 C 2.82236 0.69129 -7.73037  C14 1.543, N16 1.462, H47 1.092, H48 1.087
16 N 3.59718 -0.05698 -6.74197  C15 1.462, C17 1.367, C29 1.450
17 C 4.63819 0.52497 -6.07396  N16 1.367, O18 1.218, C19 1.521
18 O 5.13534 1.57640 -6.43480  C17 1.218
19 C 5.12074 -0.20882 -4.83212  C17 1.521, C20 1.520, H49 1.093, H50 1.093
20 C 6.33659 0.43742 -4.18748  C19 1.520, C21 1.526, H51 1.091, H52 1.091
21 C 6.67285 -0.20830 -2.84590  C20 1.526, N22 1.457, H53 1.090, H54 1.089
22 N 5.57324 -0.09605 -1.89683  C21 1.457, C23 1.368, C27 1.365
23 C 4.56687 -0.98554 -1.63721  N22 1.368, O24 1.338, N25 1.293
24 O 4.58560 -2.19194 -2.21451  C23 1.338, H55 0.981
25 N 3.67677 -0.50042 -0.83506  C23 1.293, N26 1.402
26 N 4.09809 0.79805 -0.51395  N25 1.402, C27 1.289
27 C 5.20191 0.98673 -1.15232  N22 1.365, N26 1.289, O28 1.341
28 O 5.97053 2.08584 -1.15550  C27 1.341, H56 0.966
29 C 2.71227 -1.06737 -6.19504  C11 1.534, N16 1.450, H57 1.086, H58 1.094
30 H 4.61314 -6.29129 -2.57369  C1 1.087
31 H 3.78100 -6.43103 -4.13943  C1 1.096
32 H 4.81418 -5.02015 -3.80120  C1 1.096
33 H 2.95186 -3.61804 -4.23719  C3 1.099
34 H 1.83190 -4.96943 -4.47375  C3 1.098
35 H 0.65463 -2.96241 -3.76511  C4 1.095
36 H 0.47800 -4.24976 -2.54953  C4 1.095
37 H -0.03077 -2.11846 -1.13791  C6 1.093
38 H 1.41921 -1.13202 -0.80008  C6 1.090
39 H 2.38781 -0.78689 -3.27150  N9 1.007
40 H 0.40297 0.96755 -4.58030  C10 1.090
41 H 2.14335 1.16607 -4.68569  C10 1.094
42 H -1.59963 -1.72535 -6.21202  C13 1.088
43 H -1.19349 -0.50318 -4.99270  C13 1.092
44 H -1.17975 -0.08442 -6.72886  C13 1.094
45 H 0.66602 0.38908 -7.94376  C14 1.089
46 H 1.09659 1.68179 -6.82874  C14 1.091
47 H 2.86755 0.16963 -8.68844  C15 1.092
48 H 3.25053 1.68207 -7.85605  C15 1.087
49 H 4.29733 -0.21505 -4.11282  C19 1.093
50 H 5.31728 -1.25553 -5.07627  C19 1.093
51 H 7.20376 0.35939 -4.84529  C20 1.091
52 H 6.15276 1.50338 -4.04687  C20 1.091
53 H 6.88742 -1.27171 -2.95417  C21 1.090
54 H 7.54482 0.27004 -2.40158  C21 1.089
55 H 3.75998 -2.66491 -1.97727  O24 0.981
56 H 5.54628 2.72788 -0.57186  O28 0.966
57 H 3.09370 -1.51112 -5.28040  C29 1.086
58 H 2.56000 -1.87147 -6.92040  C29 1.094

Values from the calculation:
* 2S+1: 1
* E_HOMO: -8.9 eV
* LUMO level: 0.549 eV
* orbital gap: 9.4 eV
* max |F|: 0.00885 Eh/bohr
* SMILES string: COCCOCC(=O)NC[C@@]1(OC)CCN(C(=O)CCCn2c(O)nnc2O)C1

This record from OMol25 describes a cluster of 2 separate species, CH8NS2 in total. The level of theory is ωB97M-V/def2-TZVPD.

Bonds (Å) are listed after each position.
CARTESIAN COORDINATES (ANGSTROEM)
1 N -0.68398 2.19062 0.76784  H2 1.016, H3 1.044, H4 1.027, H5 1.021
2 H -1.28302 2.93176 0.41479  N1 1.016
3 H -1.20484 1.29738 0.62547  N1 1.044
4 H -0.47499 2.35741 1.75891  N1 1.027
5 H 0.16596 2.06988 0.21499  N1 1.021
6 C 1.21517 -1.81820 -1.22607  S7 1.828, H9 1.080, H10 1.100, H11 1.088
7 S 0.75985 -0.57249 0.03225  C6 1.828, S8 2.093
8 S -1.28119 -0.97317 0.26224  S7 2.093, H12 1.343
9 H 0.87513 -1.47001 -2.18964  C6 1.080
10 H 2.31425 -1.86670 -1.24588  C6 1.100
11 H 0.74048 -2.75642 -0.94644  C6 1.088
12 H -1.14281 -1.39006 1.53155  S8 1.343

Values from the calculation:
* 2S+1: 1
* net charge: +1
* E_HOMO: -13.1 eV
* LUMO level: -3.792 eV
* orbital gap: 9.4 eV
* max |F|: 0.01125 Eh/bohr